1.
C31H29AsNO2PSTi | ωB97M-V with the def2-TZVPD basis set

Each line ends with the natural charge from an NBO analysis.
Atoms and positions in Å:
C (-0.15046, 0.89335, 2.64120)  0.7737
C (-3.81689, -4.03512, -0.29911)  -0.0645
C (2.58005, -4.16794, -1.26282)  -0.1637
C (-3.64073, -3.64019, 1.02566)  -0.2435
H (4.89016, -0.49261, 3.67065)  0.2438
H (3.48856, 4.34462, -0.09735)  0.2408
H (3.47469, 0.33807, 5.51272)  0.2448
O (-0.52621, 2.03142, 2.57500)  -0.5322
Ti (-1.18338, -0.15896, 0.42045)  1.6767
H (-2.27081, 4.32469, -0.22613)  0.2573
C (1.05958, -2.73881, -0.08533)  -0.1278
C (1.74656, 0.61887, 4.28298)  -0.1840
H (2.87179, -5.15652, -1.59405)  0.2411
C (2.55573, 2.42241, 0.05493)  -0.1738
O (-0.95257, -0.13887, 2.22419)  -0.8014
H (3.98201, -0.67939, 1.38595)  0.2345
P (1.32706, -0.03912, 0.27127)  0.9481
C (-3.63064, 2.55201, 1.92140)  -0.9203
H (-2.95981, 2.79929, 2.73628)  0.2710
H (-3.39478, -3.59643, -2.36373)  0.2549
H (0.18123, -2.63151, 0.54259)  0.1784
C (1.84218, -1.62844, -0.41022)  -0.3984
C (-3.26348, -3.29716, -1.33216)  -0.2254
C (-3.96454, 1.84982, -0.97969)  -0.9312
C (3.16028, 3.46261, -2.02622)  -0.1588
C (3.86263, -0.21316, 3.47676)  -0.1767
C (2.66793, 2.36692, -2.72771)  -0.1948
C (-1.57738, 3.49203, -0.13505)  -0.9199
H (-3.49094, 1.69799, -1.94606)  0.2523
H (-4.39157, -4.92514, -0.52335)  0.2557
H (1.12596, 0.99283, 5.08755)  0.2418
C (2.11842, 1.29564, -2.04226)  -0.1916
C (3.35192, -0.32166, 2.19226)  -0.1653
H (-2.70989, -2.15933, 2.27427)  0.2405
C (3.06489, 0.25446, 4.51456)  -0.1576
H (-0.36088, 1.60683, -2.81138)  0.2430
H (4.28630, -3.20735, -2.13816)  0.2416
H (-4.06795, -4.19941, 1.84549)  0.2628
H (-4.64304, 1.02444, -0.77622)  0.2457
S (-2.08095, -1.41698, -3.68772)  0.5526
C (-2.53861, -2.16101, -1.03522)  0.2415
As (-2.61623, 1.96046, 0.40115)  1.0495
H (-0.82629, 3.70777, 0.61825)  0.2664
C (-0.88448, 0.66136, -2.81768)  -0.2639
H (1.73978, 0.44332, -2.58911)  0.2323
C (-1.92651, -1.23804, -2.00229)  -0.3073
H (-1.10529, 3.30219, -1.09547)  0.2472
C (3.10136, 3.49209, -0.64024)  -0.1951
C (-2.90158, -2.51570, 1.27308)  0.0982
H (2.51860, 2.44720, 1.13744)  0.2329
C (3.37426, -3.07219, -1.57120)  -0.1838
H (0.81543, -4.86333, -0.25455)  0.2309
H (-1.12529, 0.40352, -4.98537)  0.2688
C (1.23603, 0.49348, 3.00127)  -0.0683
H (-4.52494, 2.78188, -0.98088)  0.2548
C (-1.24258, -0.07323, -1.64780)  -0.5396
C (2.07560, 1.31552, -0.64465)  -0.4078
H (3.59553, 4.29503, -2.56452)  0.2407
H (3.64179, -0.95480, -1.38502)  0.2347
C (2.02910, 0.02892, 1.94782)  -0.3646
C (-1.27299, 0.05722, -3.97200)  -0.3738
H (-4.33026, 1.78081, 2.23088)  0.2510
C (1.42135, -4.00443, -0.51369)  -0.1997
C (3.01088, -1.80011, -1.14797)  -0.1804
N (-2.36617, -1.79137, 0.26074)  -0.6239
H (2.71921, 2.34725, -3.80913)  0.2360
H (-4.17870, 3.43199, 1.59472)  0.2527

As for the net charge: +2. The value obtained for the HOMO energy is -14.34 eV. Its strongest force on any atom is 0.024 Eh/bohr. The calculation puts the energy relative to the best compared isomer or geometry (same formula, charge and spin) at 25.8 kJ/mol. The value obtained for the LUMO energy is -7.307 eV.

2.
C31H29Cl5N6O6S4Zr | ωB97M-V with the def2-TZVPD basis set

Each line ends with the Löwdin charge.
Atoms and positions in Å:
H (3.44711, 2.48046, -1.71275)  0.1269
Cl (-1.06216, -2.65110, 2.11539)  0.7025
C (2.54569, 3.77053, 2.45468)  -0.3091
Cl (-0.25794, 1.28485, 6.86762)  0.6865
C (-3.24062, 3.37225, -1.93787)  -0.0439
N (2.01064, -4.40894, -1.28063)  0.0002
H (0.48349, 1.18066, -2.71175)  0.0957
H (2.84742, 4.45167, -0.32005)  0.1371
C (-0.57529, -0.58344, -2.09209)  -0.2493
H (-2.73619, 4.12019, -2.53359)  0.1178
C (0.75541, -4.95143, -1.64240)  -0.2506
H (-2.53461, -6.67939, -2.73491)  0.0985
C (-4.48312, 1.42020, -0.41489)  -0.0375
H (3.15775, 4.66467, 2.27875)  0.1214
H (-3.42828, -1.73972, -3.47003)  0.1070
C (-0.15978, -0.28809, 3.15296)  -0.3635
C (-1.55236, -5.48690, -1.24105)  -0.0843
C (-1.61415, -6.20010, -2.43009)  -0.0997
C (-1.66771, -1.41426, -2.30466)  -0.0154
C (-0.75633, -1.52752, 3.40612)  -0.6775
S (-2.40612, 0.89168, 1.20007)  0.5477
H (-2.42483, -5.41728, -0.60307)  0.1066
H (4.50363, 2.88745, 2.87821)  0.0705
C (1.62413, -2.47828, -0.05760)  -0.7681
C (-2.54469, 2.76223, -0.90719)  -0.2133
C (-0.45195, 0.18809, 5.55576)  -0.7008
C (-0.47631, -6.29620, -3.21802)  -0.0913
H (-0.50235, -6.85142, -4.14680)  0.1019
S (1.92704, -1.53318, 1.37666)  0.6281
H (3.74588, -0.59075, -0.26399)  0.0736
C (-1.00150, -1.07045, 5.76367)  -0.7036
C (-3.17224, 1.77911, -0.13804)  -0.2075
O (-0.16336, 1.97187, -0.40713)  -0.5343
C (-5.17176, 2.03213, -1.45206)  -0.0511
S (3.12769, 0.97722, 2.61792)  0.8183
Cl (0.51833, 2.14900, 3.99411)  0.7766
S (-0.85917, 3.28706, -0.68090)  0.5313
C (3.82948, 0.48094, -0.11501)  -0.2802
C (0.70046, -5.67744, -2.82964)  -0.0375
C (-1.26583, 0.83234, -3.89461)  -0.0665
H (4.57603, 0.85621, -0.82427)  0.1213
H (-0.34574, -4.33263, 0.09583)  0.0594
N (1.92333, 3.31242, 1.22114)  -0.1025
O (-0.41006, 3.80139, -1.94664)  -0.2798
N (0.69252, -2.07612, -1.03327)  0.0950
N (2.51619, 1.07298, -0.43150)  -0.1521
H (4.95147, -0.13407, 1.59448)  0.0768
H (2.76561, -5.06759, -1.37592)  0.1324
O (-0.77849, 4.18138, 0.44153)  -0.2719
H (1.08583, 3.86120, 1.04624)  0.0702
C (-4.55248, 3.01050, -2.20911)  -0.0511
C (-2.56741, -1.10380, -3.30940)  -0.0643
C (-0.07236, 0.53406, 4.26600)  -0.6620
Zr (0.45038, 0.63491, 1.08607)  1.5931
H (1.70967, 2.67075, -1.52319)  0.0772
C (-1.17058, -1.92622, 4.67814)  -0.6956
H (2.12006, 0.48533, -1.15760)  0.0752
O (-1.44529, 1.79169, 1.86440)  -0.4282
H (5.01811, 1.59580, 1.33087)  0.0649
H (-1.10457, 1.70899, -4.50792)  0.1125
O (-3.45255, 0.34808, 1.99629)  -0.2272
C (2.86798, 3.44342, 0.10782)  -0.1806
H (-4.95696, 0.66550, 0.19681)  0.1177
Cl (-1.89269, -3.46751, 4.93515)  0.6814
H (3.87493, 3.29784, 0.50571)  0.1081
C (2.62401, 2.43167, -0.99077)  -0.1913
C (-0.36625, 0.53597, -2.88153)  -0.0328
N (2.28178, -3.56677, -0.25692)  0.0432
C (-0.37995, -4.86446, -0.84395)  -0.0496
H (1.58448, -5.74470, -3.45299)  0.1103
C (4.35763, 0.73087, 1.30240)  -0.4367
Cl (-1.48046, -1.55169, 7.34273)  0.6850
N (0.35140, -0.88419, -1.02915)  -0.0225
O (-1.51808, -0.13665, 0.55588)  -0.4768
H (-3.08000, 0.26129, -4.88385)  0.1041
H (3.34684, 2.73086, 4.17707)  0.0623
H (1.76613, 4.07490, 3.14781)  0.0681
H (-6.19288, 1.74248, -1.66048)  0.1115
H (-5.08466, 3.49461, -3.01716)  0.1115
H (-1.81013, -2.27776, -1.66898)  0.1103
C (-2.37034, 0.01981, -4.10306)  -0.0790
C (3.45209, 2.70056, 3.09422)  -0.4514

As for the net charge: 0. The value obtained for the HOMO energy is -7.54 eV. Its strongest force on any atom is 0.030 Eh/bohr. The calculation puts the energy relative to the best compared isomer or geometry (same formula, charge and spin) at 0.0 kJ/mol. The value obtained for the LUMO energy is -1.050 eV.

3.
C31H29FGaN8O4S | ωB97M-V with the def2-TZVPD basis set

Each line ends with the Löwdin charge.
Atoms and positions in Å:
H (-1.84688, -3.30635, 5.67714)  0.1276
N (1.16486, 2.05323, -1.32072)  0.1038
H (3.38898, 4.68706, -3.04350)  0.1281
C (3.80577, 0.45901, 2.52773)  0.0196
H (0.42341, -2.73220, 6.10790)  0.1279
Ga (0.20191, 0.25770, -0.41414)  0.7939
C (2.49418, 0.93038, 2.57241)  -0.1512
H (1.03069, 2.06223, 3.65535)  0.1302
N (-0.46276, 2.01412, -4.53301)  0.1393
O (6.32854, 1.56913, 5.53730)  0.0991
H (4.11864, -0.15532, 1.69526)  0.1309
C (2.06591, 2.75199, -0.63100)  -0.0556
H (-4.55771, 0.07532, -7.22868)  0.1138
H (-1.72697, -0.65719, 3.21611)  0.1297
H (-0.95057, -3.83127, 1.65705)  0.1236
N (0.93551, -3.21269, 4.13541)  -0.0855
H (1.71783, -1.73575, 2.89131)  0.1091
H (-0.11504, -4.77983, 5.03746)  0.1276
H (-2.64452, 0.35375, 0.43582)  0.1111
C (0.47844, -2.24372, 5.13374)  -0.1656
H (-2.77463, -2.42246, 4.44563)  0.1275
C (-3.32702, -0.11961, -5.48715)  -0.0856
C (-0.05242, -4.29300, 4.06296)  -0.1662
C (-3.46166, -2.72189, -0.66046)  -0.2813
H (-4.61773, -1.13959, 0.20080)  0.1274
C (1.57902, 0.64520, 1.44404)  -0.5965
C (4.23349, 1.57289, 4.59025)  -0.1158
C (-2.22438, -3.18391, -1.06804)  -0.0148
C (-0.74838, -1.06220, 3.48856)  -0.1748
C (2.92896, 2.03489, 4.65833)  0.0326
H (-0.03333, -0.24048, 3.55302)  0.0999
O (0.43155, 1.17913, 1.39033)  0.0246
H (-1.42467, 2.96533, -6.79763)  0.1188
C (-3.71992, 0.48103, -6.67928)  -0.0646
C (-3.63361, -1.46521, -0.10878)  -0.0042
H (2.62813, 2.63844, 5.50189)  0.1286
C (-1.27437, -3.10877, 2.40866)  -0.1773
H (-0.07823, 2.86799, -4.89594)  0.1317
N (-0.52770, 0.56094, -2.68733)  -0.2600
N (-0.83913, -1.69782, 4.79713)  -0.0843
N (-1.37642, -3.78698, 3.69638)  -0.0847
H (1.20137, -1.42521, 5.19175)  0.1227
O (1.96243, -0.09156, 0.47778)  0.0329
H (1.72617, 3.39886, -4.34113)  0.1208
O (4.75345, 2.63325, 6.56157)  0.0994
C (-1.55986, 1.49007, -5.25496)  -0.2304
C (2.75646, 3.95764, -2.55697)  -0.0057
H (2.14681, 2.54789, 0.42451)  0.1126
H (-0.15229, -2.69667, -1.27052)  0.1148
H (3.56137, 4.28089, -0.58562)  0.1259
C (4.68351, 0.78409, 3.54414)  0.0319
C (-1.27189, -1.07969, -0.39373)  -0.2945
N (5.18412, 1.95532, 5.65193)  -0.3450
C (-0.06123, 1.57286, -3.31969)  -0.3332
C (1.81201, 3.24430, -3.27526)  0.0224
C (2.05419, 1.71358, 3.63775)  0.0127
C (2.86626, 3.72604, -1.19817)  0.0013
H (-2.13404, -4.17527, -1.49185)  0.1291
C (-3.03561, 1.58513, -7.14893)  -0.0644
N (-0.31277, -1.99118, 2.43141)  -0.0759
C (-2.24758, 0.38020, -4.78760)  -0.4189
H (-2.25685, -2.71979, 2.13437)  0.1187
S (-1.74906, -0.44610, -3.28618)  1.0849
H (1.31683, -3.27061, 2.08550)  0.1312
C (1.01003, 2.31627, -2.62680)  -0.1565
C (-2.52683, -0.64027, 0.01966)  -0.1275
F (-4.53004, -3.51824, -0.80108)  0.0815
H (-3.33126, 2.06325, -8.07218)  0.1130
H (5.70764, 0.44166, 3.54069)  0.1282
H (-3.85688, -0.98206, -5.10178)  0.1145
C (-1.95827, 2.09491, -6.43269)  -0.0123
C (0.98893, -2.54874, 2.83793)  -0.1697
C (-1.12323, -2.35093, -0.93684)  -0.1642
C (-1.78784, -2.81074, 4.70677)  -0.1656
H (0.27067, -5.02376, 3.31857)  0.1269

As for the net charge: +1. The value obtained for the HOMO energy is -10.50 eV. Its strongest force on any atom is 0.020 Eh/bohr. The calculation puts the energy relative to the best compared isomer or geometry (same formula, charge and spin) at 337.3 kJ/mol. The value obtained for the LUMO energy is -3.950 eV.